A cluster of 2 separate species, C3H4N3 in total at a distorted geometry, computed with the ωB97M-V functional and the def2-TZVPD basis.

The calculation puts the max |F| at 0.1456 hartree/bohr. The calculation puts the calculated total energy at -7632.0529 eV. The lowest unoccupied orbital energy (alpha / beta) comes out at -5.8419 / -5.8419 eV. As for the multiplicity: 1. The energy above the lowest of the compared OMol25 structures with the same formula, charge and spin comes out at 98.08 kcal per mole. The net charge is +1.

```
10
Properties=species:S:1:pos:R:3:lowdin_charge:R:1
N 0.2687 0.4074 -0.1088 0.126
C -0.3211 2.6026 0.0358 0.160
H 0.6951 2.5215 0.0466 0.072
H -1.9716 3.9699 -0.3671 0.160
C 0.6268 -1.8367 0.0986 -0.070
N 0.2506 -0.7365 -0.2679 -0.045
H -0.2100 -3.5767 -0.3527 0.052
C 0.4958 -3.1327 0.2415 0.126
H 1.2586 -3.7193 0.8068 0.108
N -1.0929 3.5004 -0.1329 0.310
```